[1]
{
  "formula": "C37H34N4O4PSiZr",
  "method": "ωB97M-V with the def2-TZVPD basis set",
  "species": ["Zr", "C", "C", "C", "C", "C", "C", "C", "P", "C", "C", "C", "C", "C", "C", "C", "C", "C", "C", "C", "C", "C", "C", "H", "H", "H", "H", "H", "H", "H", "H", "H", "H", "H", "H", "H", "H", "H", "H", "H", "H", "H", "H", "C", "O", "H", "H", "H", "C", "C", "C", "C", "C", "C", "Si", "C", "C", "C", "C", "C", "C", "H", "H", "H", "H", "H", "H", "H", "H", "H", "H", "H", "O", "N", "O", "O", "N", "C", "C", "N", "C", "N"],
  "xyz": [[0.152, 0.067, -0.432], [1.317, -4.151, -1.021], [0.093, -4.868, -0.522], [-0.111, -6.202, -0.853], [-1.219, -6.901, -0.398], [-2.147, -6.264, 0.407], [-1.961, -4.932, 0.749], [-0.853, -4.222, 0.293], [-0.545, -2.477, 0.769], [-2.135, -2.005, 1.560], [-3.156, -1.949, 0.606], [-4.441, -1.561, 0.937], [-4.718, -1.194, 2.246], [-3.702, -1.208, 3.186], [-2.401, -1.603, 2.872], [-1.357, -1.525, 3.954], [0.829, -2.620, 1.942], [0.854, -3.572, 2.960], [1.837, -3.536, 3.931], [2.794, -2.523, 3.877], [2.816, -1.627, 2.825], [1.870, -1.686, 1.789], [2.001, -0.861, 0.560], [1.834, -4.746, -1.773], [2.013, -3.957, -0.200], [1.058, -3.189, -1.468], [0.616, -6.699, -1.486], [-1.354, -7.940, -0.674], [-3.016, -6.798, 0.771], [-2.689, -4.439, 1.379], [-2.929, -2.206, -0.424], [-5.212, -1.529, 0.178], [-5.714, -0.876, 2.530], [-3.912, -0.886, 4.200], [-1.741, -0.952, 4.798], [-0.449, -1.043, 3.595], [-1.078, -2.515, 4.317], [0.075, -4.326, 3.001], [1.850, -4.266, 4.730], [3.550, -2.457, 4.651], [3.600, -0.882, 2.765], [2.272, -1.547, -0.257], [2.818, -0.143, 0.647], [-0.507, 1.551, 2.230], [-0.766, 0.607, 1.220], [0.038, 1.092, 3.062], [-1.451, 1.953, 2.615], [0.097, 2.383, 1.855], [-2.585, 3.278, -6.148], [-3.411, 2.977, -5.075], [-2.903, 2.990, -3.783], [-1.565, 3.303, -3.541], [-0.746, 3.600, -4.633], [-1.250, 3.589, -5.926], [-0.813, 3.247, -1.831], [-2.122, 3.310, -0.500], [-2.941, 2.201, -0.269], [-3.897, 2.216, 0.736], [-4.059, 3.349, 1.523], [-3.261, 4.463, 1.303], [-2.300, 4.438, 0.302], [-2.979, 3.265, -7.157], [-4.452, 2.727, -5.243], [-3.559, 2.757, -2.952], [0.306, 3.815, -4.477], [-0.599, 3.814, -6.761], [0.145, 4.360, -1.642], [-2.829, 1.306, -0.874], [-4.501, 1.336, 0.916], [-4.800, 3.357, 2.313], [-3.377, 5.346, 1.920], [-1.663, 5.303, 0.153], [0.566, -1.035, -2.517], [-0.602, -0.876, -2.939], [-1.425, -0.621, -2.009], [0.028, 1.828, -1.788], [1.347, 1.677, -0.665], [2.388, 2.450, -0.893], [2.974, 2.561, -2.192], [3.372, 2.705, -3.266], [2.890, 3.286, 0.149], [3.276, 3.953, 1.010]],
  "forces_ev_per_angstrom": [[-0.51, 0.87, -0.58], [-0.05, -0.02, 0.01], [0.00, 0.07, -0.01], [-0.01, -0.02, -0.01], [0.01, -0.01, -0.01], [-0.02, -0.01, 0.01], [0.05, 0.02, 0.02], [0.07, -0.03, -0.03], [0.03, 0.02, -0.09], [-0.01, -0.06, -0.08], [0.02, -0.03, 0.02], [-0.04, 0.01, 0.04], [0.02, -0.03, -0.03], [-0.02, -0.01, 0.00], [0.04, 0.06, 0.05], [-0.04, -0.01, -0.01], [-0.14, -0.03, 0.01], [0.01, -0.01, 0.03], [0.01, 0.02, -0.02], [-0.04, -0.03, 0.01], [0.06, 0.01, -0.01], [-0.01, 0.00, 0.01], [0.12, -0.11, 0.02], [0.01, 0.00, 0.00], [0.01, 0.01, 0.00], [0.02, -0.01, -0.01], [0.00, 0.00, 0.00], [0.00, 0.00, 0.00], [0.00, 0.01, 0.00], [-0.02, -0.01, 0.00], [-0.01, 0.01, -0.01], [0.01, 0.00, -0.01], [0.00, 0.00, 0.00], [0.01, 0.00, 0.00], [-0.01, 0.01, 0.00], [0.00, -0.02, 0.02], [0.00, 0.02, 0.01], [0.00, 0.00, 0.01], [0.00, 0.01, 0.00], [0.01, 0.00, -0.01], [0.00, -0.01, 0.00], [0.06, 0.04, -0.08], [0.00, 0.00, 0.05], [-0.16, 0.08, -0.03], [0.26, -0.16, -0.12], [-0.01, -0.03, -0.02], [-0.01, -0.02, -0.01], [0.00, -0.02, -0.04], [-0.02, 0.00, -0.01], [-0.01, -0.01, 0.01], [0.02, 0.08, -0.01], [-0.04, 0.15, 0.03], [0.01, -0.07, -0.04], [0.03, -0.01, -0.01], [0.32, -0.57, -0.11], [-0.07, 0.01, -0.04], [-0.05, 0.09, 0.05], [-0.01, -0.05, -0.02], [0.01, 0.01, 0.01], [0.00, 0.00, 0.01], [0.05, -0.01, 0.02], [0.00, 0.00, 0.00], [0.00, 0.00, -0.01], [-0.01, 0.00, 0.00], [-0.01, 0.03, 0.02], [0.00, 0.00, 0.00], [-0.07, 0.12, 0.01], [0.02, -0.02, -0.01], [0.00, 0.02, 0.00], [0.00, 0.01, 0.00], [-0.01, 0.00, 0.00], [-0.01, 0.00, 0.00], [-0.29, 0.21, 0.07], [-0.06, -0.41, 0.23], [0.29, 0.11, -0.05], [-2.20, 0.31, -0.55], [2.82, -0.86, 1.21], [-0.34, -0.03, 0.19], [0.28, -0.29, -0.05], [0.00, 0.00, 0.04], [-0.45, 0.74, -0.13], [0.11, -0.18, 0.03]],
  "orbital_gap_ha": 0.254,
  "homo_energy_ev": -4.53,
  "total_charge": -1,
  "e_tot_ev": -71520.4044,
  "spin_multiplicity": 1
}

***

[2]
{
  "formula": "C26H52N11OSSn",
  "method": "ωB97M-V with the def2-TZVPD basis set",
  "species": ["Sn", "C", "N", "C", "C", "N", "C", "C", "N", "C", "C", "N", "C", "N", "C", "C", "N", "C", "C", "C", "C", "N", "C", "N", "C", "C", "N", "C", "C", "N", "C", "C", "H", "H", "H", "H", "H", "H", "H", "H", "H", "H", "H", "H", "H", "H", "H", "H", "H", "H", "H", "H", "H", "H", "H", "H", "H", "H", "H", "H", "H", "H", "H", "H", "H", "H", "H", "H", "H", "H", "H", "H", "H", "H", "H", "H", "H", "H", "H", "H", "O", "N", "C", "C", "C", "C", "C", "S", "H", "H", "H", "H"],
  "xyz": [[-0.019, 0.032, -0.151], [-1.337, -1.179, 4.554], [-2.115, -1.770, 3.483], [-3.211, -2.627, 3.909], [-1.822, -1.583, 2.163], [-1.571, -0.414, 1.638], [-1.840, 0.829, 2.328], [-0.628, 1.758, 2.396], [-0.137, 2.148, 1.062], [-1.081, 3.041, 0.395], [-0.887, 2.859, -1.101], [-1.436, 1.555, -1.415], [-2.307, 1.418, -2.382], [-2.377, 2.225, -3.475], [-1.209, 2.826, -4.094], [-3.643, 2.577, -4.101], [-3.254, 0.446, -2.283], [-3.781, 0.107, -0.972], [-3.753, -0.322, -3.410], [1.202, 2.777, 1.096], [2.355, 1.855, 0.713], [2.006, 1.159, -0.511], [2.903, 0.778, -1.389], [2.511, 0.478, -2.662], [1.271, 0.997, -3.200], [3.012, -0.718, -3.332], [4.233, 0.732, -1.140], [4.770, 0.233, 0.115], [5.234, 0.925, -2.182], [-1.840, -2.707, 1.395], [-2.088, -2.728, -0.030], [-1.433, -3.999, 1.929], [-1.086, -1.957, 5.279], [-1.889, -0.402, 5.093], [-0.415, -0.756, 4.157], [-3.920, -2.040, 4.499], [-2.853, -3.449, 4.534], [-3.739, -3.032, 3.051], [-2.202, 0.686, 3.345], [-2.639, 1.327, 1.772], [0.181, 1.254, 2.919], [-0.926, 2.645, 2.966], [-0.960, 4.083, 0.709], [-2.094, 2.735, 0.641], [0.185, 2.882, -1.322], [-1.372, 3.685, -1.627], [-0.300, 2.453, -3.628], [-1.241, 3.916, -4.021], [-1.190, 2.563, -5.154], [-4.477, 2.310, -3.459], [-3.766, 2.098, -5.075], [-3.663, 3.658, -4.258], [-4.021, 1.018, -0.422], [-3.069, -0.463, -0.376], [-4.690, -0.478, -1.099], [-3.182, -0.099, -4.308], [-4.809, -0.118, -3.600], [-3.651, -1.387, -3.192], [1.394, 3.202, 2.085], [1.203, 3.593, 0.375], [2.539, 1.162, 1.534], [3.251, 2.466, 0.579], [1.109, 2.008, -2.832], [0.397, 0.386, -2.939], [1.348, 1.029, -4.287], [3.679, -1.272, -2.677], [3.536, -0.468, -4.257], [2.172, -1.372, -3.579], [3.969, -0.082, 0.779], [5.383, 0.985, 0.616], [5.399, -0.638, -0.085], [4.771, 1.315, -3.082], [5.754, -0.006, -2.417], [5.970, 1.649, -1.829], [-2.415, -1.752, -0.370], [-2.871, -3.458, -0.251], [-1.191, -3.021, -0.581], [-1.034, -3.890, 2.934], [-0.651, -4.414, 1.288], [-2.264, -4.708, 1.950], [1.117, -0.479, 1.918], [1.923, -1.477, 2.220], [2.474, -1.497, 3.456], [3.312, -2.504, 3.850], [3.608, -3.524, 2.945], [3.046, -3.491, 1.690], [2.193, -2.448, 1.314], [1.483, -2.373, -0.248], [2.201, -0.669, 4.092], [3.733, -2.492, 4.844], [4.273, -4.328, 3.226], [3.246, -4.269, 0.968]],
  "forces_ev_per_angstrom": [[0.55, -0.28, 1.06], [0.00, 0.14, 0.04], [0.06, -0.03, 0.06], [-0.01, -0.01, 0.09], [-0.13, -0.39, -0.06], [0.64, 0.34, -0.91], [-0.25, 0.12, -0.10], [-0.20, -0.08, 0.45], [0.19, -0.90, 0.25], [-0.16, 0.20, -0.53], [-0.19, 0.37, 0.09], [0.47, -0.01, 0.36], [-0.71, -0.24, -0.64], [0.08, -0.14, 0.16], [0.04, 0.04, 0.03], [-0.07, 0.05, -0.11], [0.23, 0.15, 0.11], [0.11, 0.18, 0.17], [-0.10, -0.04, -0.10], [0.39, 0.18, -0.09], [0.03, 0.04, 0.15], [-0.80, -0.24, 0.29], [0.17, 0.04, -0.37], [-0.14, -0.18, 0.17], [0.30, -0.08, 0.18], [0.14, -0.03, -0.09], [-0.02, -0.22, -0.01], [-0.02, -0.05, 0.18], [0.02, 0.07, -0.02], [0.13, 0.08, 0.09], [0.08, -0.06, -0.10], [0.02, -0.09, 0.05], [0.06, -0.01, -0.04], [0.01, -0.02, 0.01], [-0.02, 0.00, -0.02], [0.01, -0.01, 0.00], [0.00, -0.03, -0.05], [0.03, 0.01, -0.02], [-0.05, -0.01, -0.09], [-0.09, 0.05, 0.20], [0.02, 0.07, 0.01], [0.11, 0.08, -0.06], [0.19, -0.10, 0.10], [-0.02, 0.12, -0.03], [-0.12, 0.23, -0.06], [-0.04, -0.17, -0.12], [-0.51, 0.28, -0.22], [0.04, -0.01, 0.02], [0.01, -0.01, 0.00], [0.02, -0.03, 0.00], [0.00, -0.03, 0.04], [-0.01, -0.02, 0.03], [-0.07, -0.01, 0.00], [-0.47, 0.56, -0.01], [-0.01, 0.00, 0.00], [0.02, 0.01, 0.02], [0.03, 0.02, -0.04], [0.03, 0.02, -0.05], [-0.10, 0.04, -0.01], [-0.08, 0.10, 0.09], [0.03, 0.04, -0.07], [-0.03, 0.03, -0.03], [0.31, -0.19, 0.07], [0.09, -0.01, -0.09], [0.03, 0.00, -0.02], [0.00, 0.04, 0.00], [0.00, 0.00, 0.01], [0.01, 0.00, 0.04], [0.03, -0.01, -0.05], [-0.03, 0.02, 0.00], [0.00, 0.02, -0.03], [0.00, 0.03, -0.01], [-0.03, -0.01, -0.01], [0.00, -0.03, 0.01], [0.23, -0.57, 0.04], [-0.05, 0.03, 0.01], [-0.01, -0.01, 0.04], [-0.01, 0.00, 0.01], [0.00, 0.04, 0.01], [-0.02, 0.03, 0.01], [-0.22, 0.37, 0.03], [0.27, -0.25, -0.18], [0.07, 0.00, 0.26], [-0.02, 0.02, -0.09], [-0.03, 0.00, -0.07], [0.11, -0.06, 0.16], [-0.11, 0.06, -0.06], [-0.33, 0.26, -0.49], [-0.05, 0.04, -0.07], [-0.02, 0.04, 0.01], [-0.01, -0.03, -0.01], [0.00, 0.03, -0.03]],
  "orbital_gap_ha": [0.302, 0.230],
  "homo_energy_ev": [-12.49, -13.12],
  "total_charge": 2,
  "e_tot_ev": -62896.6774,
  "spin_multiplicity": 2
}

***

[3]
{
  "formula": "C22H15Cl5N6PdS",
  "method": "ωB97M-V with the def2-TZVPD basis set",
  "species": ["Pd", "S", "C", "N", "N", "C", "C", "C", "C", "C", "C", "N", "N", "C", "C", "C", "C", "C", "C", "H", "H", "H", "H", "H", "H", "H", "H", "H", "H", "H", "Cl", "C", "C", "C", "Cl", "C", "Cl", "C", "Cl", "C", "Cl", "N", "C", "C", "N", "C", "H", "H", "H", "H"],
  "xyz": [[-0.812, 1.978, -0.539], [1.241, 1.194, -1.557], [1.464, -0.307, -0.957], [2.680, -0.927, -1.384], [2.800, -2.121, -1.067], [3.855, -2.941, -1.471], [3.906, -4.215, -0.896], [4.932, -5.061, -1.261], [5.873, -4.633, -2.192], [5.803, -3.361, -2.765], [4.791, -2.498, -2.411], [0.658, -1.104, -0.177], [-0.348, -0.521, 0.327], [-1.316, -1.311, 0.898], [-1.407, -2.707, 0.726], [-2.469, -3.376, 1.282], [-3.435, -2.675, 2.012], [-3.338, -1.301, 2.207], [-2.282, -0.614, 1.646], [2.096, -2.531, -0.430], [3.158, -4.526, -0.176], [5.002, -6.049, -0.828], [6.673, -5.301, -2.482], [6.542, -3.056, -3.492], [4.711, -1.509, -2.840], [-0.667, -3.231, 0.140], [-2.566, -4.445, 1.154], [-4.276, -3.214, 2.430], [-4.083, -0.779, 2.791], [-2.166, 0.453, 1.783], [-2.093, 4.043, 2.377], [-3.104, 3.282, 1.207], [-2.571, 2.552, 0.159], [-3.454, 1.933, -0.691], [-2.605, 0.948, -1.896], [-4.828, 2.000, -0.620], [-5.805, 1.179, -1.752], [-5.356, 2.763, 0.424], [-7.049, 2.918, 0.575], [-4.498, 3.384, 1.341], [-5.165, 4.270, 2.642], [1.615, 4.767, 1.396], [1.321, 5.485, 0.264], [0.467, 4.711, -0.454], [0.242, 3.542, 0.244], [0.953, 3.603, 1.351], [2.210, 5.069, 2.151], [1.728, 6.461, 0.076], [-0.009, 4.917, -1.396], [0.981, 2.862, 2.131]],
  "forces_ev_per_angstrom": [[0.06, 0.23, 0.02], [0.04, -0.06, 0.04], [0.30, 0.15, 0.14], [-0.37, 0.04, -0.23], [0.39, -0.20, 0.23], [-0.05, 0.08, 0.05], [-0.02, -0.04, -0.01], [-0.01, 0.02, 0.01], [0.01, -0.02, -0.01], [-0.01, 0.02, 0.00], [0.05, 0.02, 0.03], [-0.20, -0.07, -0.22], [0.11, -0.16, 0.04], [0.01, 0.08, 0.12], [-0.01, 0.00, 0.03], [0.02, -0.01, 0.00], [-0.01, 0.02, 0.01], [0.02, -0.02, 0.02], [-0.01, -0.01, -0.02], [-0.20, 0.03, -0.15], [0.01, 0.00, 0.00], [-0.01, 0.00, 0.00], [0.00, 0.00, 0.00], [0.00, 0.00, 0.00], [0.00, 0.00, -0.01], [-0.02, 0.00, -0.03], [-0.02, 0.00, -0.02], [0.01, 0.00, 0.02], [-0.01, 0.00, -0.01], [-0.02, 0.01, -0.05], [0.01, 0.00, 0.02], [-0.01, -0.01, -0.02], [-0.08, 0.09, -0.03], [0.01, -0.08, -0.01], [-0.02, -0.05, 0.05], [0.02, 0.01, 0.02], [-0.01, -0.01, 0.00], [0.00, -0.01, 0.00], [-0.01, -0.01, 0.01], [-0.01, 0.02, 0.00], [0.00, 0.02, -0.01], [-0.01, 0.00, 0.02], [-0.02, 0.00, 0.01], [-0.06, 0.06, 0.05], [0.12, -0.12, -0.10], [-0.04, 0.01, 0.02], [0.00, 0.01, 0.00], [0.00, 0.00, 0.00], [0.00, 0.00, 0.00], [0.01, -0.01, -0.01]],
  "orbital_gap_ha": [0.174, 0.174],
  "homo_energy_ev": [-13.64, -13.64],
  "total_charge": 2,
  "e_tot_ev": -108907.6846,
  "spin_multiplicity": 1
}

***

[4]
{
  "formula": "C4H3NOS",
  "method": "ωB97M-V with the def2-TZVPD basis set",
  "species": ["N", "C", "C", "C", "O", "C", "S", "H", "H", "H"],
  "xyz": [[2.916, -1.902, -0.005], [2.074, -1.006, 0.067], [1.389, 0.262, -0.039], [0.135, 0.619, 0.066], [-0.764, -0.407, 0.394], [-2.048, -0.096, 0.032], [-3.287, -1.179, -0.001], [2.101, 1.121, -0.144], [-0.348, 1.641, 0.059], [-2.169, 0.946, -0.427]],
  "forces_ev_per_angstrom": [[-5.61, 5.55, 0.66], [4.89, -4.90, -0.88], [2.60, 1.55, -0.02], [-2.02, -0.74, 1.14], [-1.12, 1.41, -0.77], [-1.08, -0.67, -1.05], [1.53, 1.31, 0.34], [-0.58, -0.94, -0.10], [1.17, -1.24, -0.23], [0.21, -1.34, 0.92]],
  "orbital_gap_ha": 0.330,
  "homo_energy_ev": -9.50,
  "total_charge": 0,
  "e_tot_ev": -18566.6042,
  "spin_multiplicity": 1,
  "smiles": "N#C/C=C\\OC=S"
}